(1)
ORCA calculation (ωB97M-V with the def2-TZVPD basis set) on a structure of composition C26H29ClNdOPSi.

Results
Frontier orbital gap (spin up / spin down), Eh: 0.28330 / 0.28515
⟨S²⟩: 3.75
Multiplicity: 4
E_HOMO (spin up / spin down), eV: -7.999 / -8.011
Total charge: 0

Last column: Löwdin spin population.
Positions of all 60 atoms, in Å:
C -1.1079 -2.0974 2.2493  -0.004
C -1.0274 -2.2600 0.8403  -0.005
C 0.3492 -2.1955 0.4600  -0.006
H -1.8589 -2.4107 0.1632  0.000
C 1.1514 -2.0244 1.6282  -0.001
C 0.2296 -1.9887 2.7273  -0.005
H 0.5132 -2.0234 3.7592  0.000
H -2.0297 -1.9784 2.8411  0.000
H 0.7238 -2.4013 -0.5263  0.000
H 2.2184 -1.7980 1.6598  0.001
Nd 0.2342 0.3003 1.5656  3.036
Cl 2.4443 1.5961 1.0997  -0.007
P 0.0255 0.3181 -1.6861  -0.002
C 1.2606 -0.7623 -2.4692  0.000
C 0.9995 -1.5643 -3.5901  0.000
H -0.0005 -1.5909 -4.0269  0.000
C 2.0176 -2.3272 -4.1658  0.000
H 1.8162 -2.9257 -5.0605  0.000
C 3.3070 -2.3208 -3.6103  0.000
H 4.1108 -2.8995 -4.0717  0.000
C 3.5559 -1.5696 -2.4488  0.000
H 4.5547 -1.5863 -1.9920  0.000
C 2.5469 -0.8044 -1.8831  0.000
H 2.7400 -0.2221 -0.9777  0.000
C -1.6165 -0.1553 -2.3334  0.000
C -2.0438 -1.4953 -2.2486  0.000
H -1.3553 -2.2674 -1.9081  0.000
C -3.3496 -1.8501 -2.5764  0.000
H -3.6815 -2.8872 -2.4489  0.000
C -4.2346 -0.8863 -3.0804  0.000
H -5.2391 -1.1763 -3.3985  0.000
C -3.8183 0.4516 -3.1746  0.000
H -4.5051 1.2053 -3.5678  0.000
C -2.5327 0.8168 -2.7761  0.000
H -2.2280 1.8629 -2.8214  0.000
C 0.3625 1.9886 -2.3205  0.000
C 0.9376 2.1989 -3.5816  0.000
H 1.2268 1.3430 -4.1955  0.000
C 1.1326 3.4929 -4.0604  0.000
H 1.5396 3.6518 -5.0645  0.000
C 0.7998 4.5973 -3.2608  0.000
H 0.9472 5.6114 -3.6351  0.000
C 0.2832 4.3898 -1.9700  0.000
H 0.0483 5.2497 -1.3316  0.000
C 0.0646 3.1017 -1.5028  0.000
H -0.3241 2.9414 -0.4934  0.001
C -1.3288 1.7959 5.6340  0.000
Si -0.0315 0.4409 5.3234  0.000
C 1.8048 0.5698 5.8382  0.000
C -0.7471 -1.2109 5.9480  0.000
O 0.1089 0.4410 3.6849  -0.008
H -1.5822 2.0516 6.6811  0.000
H -2.2707 1.4856 5.1616  0.000
H -1.0528 2.7325 5.1369  0.000
H 2.0853 0.6781 6.9023  0.000
H 2.2732 -0.3611 5.4688  0.000
H 2.2729 1.3967 5.2793  0.000
H -1.7035 -1.4101 5.4364  0.000
H -0.0767 -2.0569 5.7342  0.000
H -0.9396 -1.2019 7.0362  0.000



(2)
ORCA calculation (ωB97M-V with the def2-TZVPD basis set) on a structure of composition C26H29FeN6O2.

Results
Frontier orbital gap (spin up / spin down), Eh: 0.30286 / 0.21696
⟨S²⟩: 8.76
Multiplicity: 6
E_HOMO (spin up / spin down), eV: -13.865 / -13.864
Total charge: +2

Last column: Löwdin spin population.
Positions of all 64 atoms, in Å:
Fe 0.8124 -0.2366 0.1138  4.261
C -1.6320 1.3480 -0.4073  0.005
C -0.4850 2.2274 -0.8731  0.006
N 0.7453 1.9366 -0.0885  0.093
C 0.8206 2.6020 1.2330  0.007
C 0.3829 1.6855 2.3502  0.011
C 0.1454 2.1049 3.6445  0.003
C -0.1536 1.1453 4.6027  0.003
C -0.2032 -0.1981 4.2563  0.003
C 0.0399 -0.5454 2.9418  0.011
C 0.1165 -1.9714 2.4599  0.006
N 0.0295 -2.0862 0.9782  0.089
C -1.3326 -2.3182 0.4412  0.006
C -2.0675 -1.0019 0.2964  0.005
N -1.2452 -0.0837 -0.5278  0.076
N 0.3043 0.3922 2.0266  0.091
H -2.5332 1.5610 -0.9834  0.001
H -1.8549 1.5412 0.6430  0.000
H -0.7659 3.2783 -0.7803  0.002
H -0.2557 2.0363 -1.9228  0.000
H 1.5537 2.2263 -0.6359  0.002
H 0.2449 3.5297 1.2391  0.002
H 1.8655 2.8686 1.4110  0.000
H 0.2033 3.1530 3.9048  0.001
H -0.3383 1.4446 5.6258  0.000
H -0.4153 -0.9564 4.9974  0.001
H -0.6490 -2.5850 2.9379  0.001
H 1.0932 -2.3553 2.7671  0.000
H 0.6179 -2.8702 0.7120  0.003
H -1.8998 -2.9974 1.0807  0.002
H -1.2243 -2.7960 -0.5342  0.000
H -2.2125 -0.5339 1.2709  0.000
H -3.0528 -1.1609 -0.1436  0.002
H -1.3309 -0.3619 -1.5049  0.004
O 3.7485 -0.9268 2.8817  0.005
C 3.8290 -0.6930 1.7074  0.014
N 4.9244 -0.4789 0.9239  0.010
C 4.6164 -0.2568 -0.4917  0.002
C 3.1274 -0.4812 -0.4082  0.030
O 2.2206 -0.4184 -1.3139  0.128
N 2.7055 -0.5970 0.8256  0.109
C 4.7032 1.2256 -0.8952  0.001
C 4.7101 2.2255 0.0722  0.000
C 4.6862 3.5624 -0.3093  0.000
C 4.6419 3.9023 -1.6540  0.000
C 4.6263 2.9029 -2.6193  0.000
C 4.6531 1.5685 -2.2436  0.001
C 5.3871 -1.1917 -1.4005  0.001
C 4.8022 -2.3141 -1.9696  0.001
C 5.5649 -3.1753 -2.7476  0.000
C 6.9114 -2.9196 -2.9503  0.000
C 7.4990 -1.7977 -2.3793  0.000
C 6.7388 -0.9321 -1.6111  0.000
H 5.8573 -0.6659 1.2565  0.001
H 4.7759 1.9652 1.1218  0.000
H 4.7309 4.3371 0.4452  0.000
H 4.6411 4.9426 -1.9507  0.000
H 4.6077 3.1640 -3.6690  0.000
H 4.6515 0.7920 -2.9981  0.000
H 3.7490 -2.5244 -1.8252  0.000
H 5.1043 -4.0455 -3.1953  0.000
H 7.5039 -3.5910 -3.5566  0.000
H 8.5492 -1.5943 -2.5386  0.000
H 7.1955 -0.0454 -1.1859  0.000



(3)
ORCA calculation (ωB97M-V with the def2-TZVPD basis set) on a structure of composition C26H29N2O3S9Ti.

Results
Frontier orbital gap (spin up / spin down), Eh: 0.16205 / 0.24725
⟨S²⟩: 2.03
Relative energy (zero: lowest compared OMol25 entry of this formula, charge and spin), kJ/mol: 0.00
Multiplicity: 3
E_HOMO (spin up / spin down), eV: -2.376 / -4.695
Total charge: -1

Last column: Löwdin spin population.
Positions of all 70 atoms, in Å:
Ti 0.5929 -0.1025 0.7978  1.031
C -1.7054 2.8792 0.7864  0.000
C -2.3067 2.3468 2.0831  0.000
S -1.1920 1.1259 2.8710  0.005
C -2.3858 -0.1182 3.4836  0.001
C -1.8061 -1.5170 3.3292  0.000
S -1.6784 -2.0566 1.5978  0.009
C -3.4444 -2.4440 1.2540  0.003
C -3.9066 -1.7872 -0.0359  0.000
S -4.1717 -0.0046 0.2074  0.000
C -3.8202 0.6516 -1.4516  0.000
C -2.5824 1.5534 -1.6257  0.000
S -1.2461 1.5588 -0.3854  0.003
H -0.7660 3.3895 0.9930  0.000
H -2.3887 3.5724 0.2947  0.000
H -3.2506 1.8471 1.8899  0.000
H -2.4591 3.1645 2.7891  0.000
H -3.3058 -0.0068 2.9117  0.000
H -2.5898 0.0940 4.5350  0.000
H -2.3979 -2.2456 3.8857  0.000
H -0.7773 -1.5425 3.6882  0.000
H -4.0511 -2.1337 2.1068  0.000
H -3.5144 -3.5265 1.1477  0.000
H -4.8524 -2.2187 -0.3682  0.000
H -3.1492 -1.9088 -0.8102  0.000
H -4.7074 1.2083 -1.7535  0.000
H -3.7362 -0.2257 -2.0904  0.000
H -2.8739 2.5961 -1.7416  0.000
H -2.0544 1.2419 -2.5268  0.000
O 4.2867 3.1547 -1.0376  0.004
C 3.6509 3.9190 -0.1363  0.010
C 4.0731 5.2336 0.0297  -0.001
C 3.4795 6.0557 0.9729  0.013
C 2.4379 5.5778 1.7591  -0.001
C 1.9949 4.2797 1.5853  0.012
C 2.5817 3.4298 0.6434  0.001
C 2.1221 2.0472 0.5424  0.052
O 1.0671 1.6453 1.2209  0.023
N 2.8390 1.1711 -0.1186  -0.003
N 2.3509 -0.0903 0.1176  0.124
C 3.1304 -1.1704 -0.0334  0.317
C 2.7572 -2.4183 0.5440  0.024
C 3.5210 -3.5692 0.2575  0.086
C 3.2243 -4.7982 0.8079  -0.004
C 2.1536 -4.9187 1.6872  0.104
C 1.4075 -3.7968 2.0240  -0.001
C 1.6783 -2.5437 1.4800  0.077
O 0.9535 -1.4854 1.8921  0.053
H 3.9804 2.2204 -0.8988  0.000
H 4.8897 5.5905 -0.5855  0.000
H 3.8428 7.0674 1.1055  0.001
H 1.9826 6.2130 2.5087  0.000
H 1.1917 3.8793 2.1910  0.001
H 4.0879 -1.0684 -0.5369  0.017
H 4.3526 -3.4628 -0.4303  0.004
H 3.8235 -5.6649 0.5554  -0.003
H 1.8962 -5.8848 2.1049  0.008
H 0.5899 -3.8740 2.7304  -0.002
C -2.3680 -1.1789 -5.2865  0.000
S -2.1014 -2.2633 -3.8440  0.001
C -0.3508 -2.2093 -3.7474  0.003
C 0.3420 -1.8032 -2.6529  0.002
S -0.4062 -1.2343 -1.2025  0.009
S 2.0888 -1.9330 -2.7984  0.012
C 2.1496 -2.6420 -4.3913  0.004
S 3.5424 -3.0853 -5.1402  0.000
S 0.5758 -2.8524 -5.0959  0.002
H -3.4369 -1.1841 -5.4914  0.000
H -1.8230 -1.5736 -6.1403  0.000
H -2.0320 -0.1702 -5.0548  0.000



(4)
ORCA calculation (ωB97M-V with the def2-TZVPD basis set) on a structure of composition C26H29N3P2Pt.

Results
Frontier orbital gap, Eh: 0.24469
E_HOMO, eV: -13.564
Total charge: +2

Last column: Mulliken charge in e.
Positions of all 61 atoms, in Å:
Pt 1.2740 0.3782 0.6000  1.365
N -1.1790 -0.1887 -0.9207  -0.051
P -0.4195 1.2587 -0.6419  0.653
C -1.5096 2.5844 -1.0856  0.737
C -1.1333 3.4838 -2.0890  -0.429
C -2.0363 4.4537 -2.4931  -0.777
C -3.2843 4.5400 -1.8910  -0.524
C -3.6486 3.6592 -0.8780  -0.767
C -2.7614 2.6837 -0.4634  -0.388
C 1.1488 1.3566 -1.5547  0.056
C 1.5511 0.4434 -2.5494  -0.377
C 2.7669 0.5966 -3.1763  -0.773
C 3.6083 1.6563 -2.8230  -0.465
C 3.2343 2.5682 -1.8485  -0.855
C 2.0051 2.4270 -1.2107  -0.084
P -0.3187 -1.3545 0.0222  0.022
C -0.5826 -2.9148 -0.8142  0.368
C -1.8815 -3.3842 -1.0336  -0.443
C -2.0717 -4.5716 -1.7181  -0.737
C -0.9718 -5.2973 -2.1689  -0.475
C 0.3169 -4.8443 -1.9345  -0.683
C 0.5143 -3.6468 -1.2600  -0.277
C -1.2666 -1.4935 1.5706  0.497
C -0.8194 -2.4407 2.4932  -0.499
C -1.4556 -2.5746 3.7187  -0.658
C -2.5374 -1.7598 4.0348  -0.519
C -2.9847 -0.8179 3.1207  -0.679
C -2.3479 -0.6831 1.8910  -0.221
H -1.8666 -0.3652 -1.6437  0.274
H -0.1646 3.4181 -2.5640  0.335
H -1.7653 5.1414 -3.2828  0.427
H -3.9804 5.3039 -2.2117  0.421
H -4.6214 3.7385 -0.4120  0.446
H -3.0420 2.0049 0.3319  0.254
H 0.8918 -0.3725 -2.8228  0.455
H 3.0678 -0.1010 -3.9466  0.474
H 4.5560 1.7766 -3.3325  0.450
H 3.8786 3.4033 -1.6061  0.479
H 1.6826 3.1728 -0.4927  0.525
H -2.7397 -2.8405 -0.6526  0.392
H -3.0732 -4.9416 -1.8927  0.429
H -1.1252 -6.2266 -2.7016  0.414
H 1.1672 -5.4196 -2.2754  0.426
H 1.5205 -3.2862 -1.0778  0.394
H 0.0158 -3.0913 2.2505  0.403
H -1.1162 -3.3233 4.4229  0.448
H -3.0340 -1.8660 4.9903  0.432
H -3.8394 -0.1971 3.3574  0.455
H -2.7140 0.0458 1.1790  0.351
N 1.2360 0.9170 2.6783  -0.618
C 2.6047 1.3256 3.0819  -0.612
C 3.5339 0.2501 2.5710  -0.598
N 3.3213 0.1115 1.1027  -0.633
H 0.5441 1.6290 2.8859  0.301
H 0.9545 0.0822 3.1900  0.294
H 2.7027 1.4408 4.1614  0.407
H 2.8184 2.2879 2.6171  0.365
H 3.2837 -0.7096 3.0243  0.370
H 4.5737 0.4718 2.8057  0.408
H 3.7247 -0.7584 0.7687  0.324
H 3.7945 0.8602 0.5995  0.290



Here are the calculated largest force on an atom numbers, same order: 1.328 0.535 3.891 1.534 (eV/A).
Here are the calculated E numbers, same order: -2735.99318 -2750.48127 -5776.68262 -1973.98078 (Ha).